Below is 2 unconnected molecules or ions with the total composition C2H5NO, with properties calculated with the ωB97M-V functional and the def2-TZVPD basis.

```
9
Properties=species:S:1:pos:R:3:forces:R:3:lowdin_charge:R:1
C 1.6696 1.1188 0.0401 -3.551 -1.560 -1.035 0.008
C -1.1574 -1.1264 0.0379 0.372 -1.847 -3.059 0.110
N 1.4644 -0.1323 -0.1184 0.955 -1.036 0.624 -0.149
O 2.2940 -1.0266 0.0608 -0.728 0.152 -0.452 0.007
H 2.6235 1.3257 0.2725 3.081 1.646 0.899 0.040
H 0.7923 1.7160 -0.1025 0.198 0.644 -0.003 0.070
H -1.1469 -2.1636 0.1315 0.320 -1.610 0.861 -0.026
H -1.2898 -0.5412 0.8346 -0.516 2.413 2.590 -0.053
H -1.3096 -0.9392 -0.9976 -0.130 1.197 -0.425 -0.009
```
Forces are in eV/Å.

## Properties
- F_max (eV/A) = 4.015
- E_LUMO (alpha / beta) (eV) = 0.3 / -0.9
- HOMO energy (alpha / beta) (eV) = -9.9711 / -8.7475
- ΔE to the lowest compared entry with this formula, charge and spin (kJ/mol) = 612.8
- calculated total energy (eV) = -5686.8779

***

Below is a molecular structure, C33H36Br2FN7O7SSiV, with properties calculated with the ωB97M-V functional and the def2-TZVPD basis.

```
89
Properties=species:S:1:pos:R:3:forces:R:3:lowdin_charge:R:1
V -0.3633 0.3537 0.4996 0.076 -0.733 -1.494 0.943
C 1.2056 1.7847 3.4198 0.041 -0.047 0.019 -0.001
C -0.2883 1.7778 3.4255 -0.045 0.099 0.053 -0.272
C -0.9473 2.4361 4.4954 -0.055 -0.038 -0.101 -0.008
C -2.3037 2.4695 4.5752 0.035 -0.016 -0.019 -0.029
C -3.0611 1.8246 3.5740 -0.069 0.069 0.063 -0.186
C -4.4767 1.7442 3.5453 0.069 -0.022 -0.026 -0.627
Br -5.5050 2.5885 4.9073 -0.023 0.002 -0.001 0.712
C -5.1245 1.0600 2.5581 -0.037 0.013 -0.009 -0.183
C -4.3955 0.4225 1.5479 0.020 0.104 0.100 -0.596
Br -5.3211 -0.5548 0.2216 0.016 -0.025 -0.036 0.752
C -3.0094 0.4762 1.4988 -0.009 -0.095 0.091 -0.429
O -2.2843 -0.1262 0.6316 -0.249 0.064 0.065 -0.200
C -2.3434 1.2013 2.5409 0.040 0.054 0.102 -0.142
N -0.9731 1.1777 2.4688 -0.211 -0.116 0.300 0.097
H 1.5770 2.2684 4.3218 0.012 -0.017 0.004 0.082
H 1.5868 2.3267 2.5554 -0.014 0.025 0.003 0.090
H 1.6021 0.7698 3.3771 0.003 -0.002 -0.026 0.089
H -0.3366 2.9108 5.2503 -0.003 0.022 0.018 0.107
H -2.8037 2.9718 5.3920 -0.005 0.000 -0.006 0.074
H -6.2044 1.0009 2.5466 0.019 0.012 0.020 0.089
C -1.4219 -1.8911 3.1553 0.079 0.017 -0.028 -0.155
Si -0.4697 -2.7401 1.7782 0.079 -0.043 0.185 0.421
C -1.6925 -4.1077 1.2835 -0.044 0.071 0.020 -0.172
C 1.0354 -3.4795 2.6585 -0.039 -0.009 -0.151 -0.161
N 0.0079 -1.7440 0.4447 0.200 0.227 0.430 -0.139
C 0.7643 -2.3227 -0.5439 0.070 0.081 -0.119 -0.300
C 0.9739 -3.7192 -0.6517 -0.025 -0.083 -0.054 -0.063
C 1.6385 -4.3343 -1.6984 0.032 -0.011 -0.016 -0.118
C 2.1819 -3.5899 -2.7320 -0.005 0.012 -0.028 -0.132
C 2.0692 -2.2096 -2.6461 -0.009 0.030 0.006 -0.038
C 1.4129 -1.6192 -1.5891 0.057 0.013 -0.016 -0.217
F 1.4584 -0.2618 -1.5822 0.032 -0.068 -0.064 0.022
H -1.5711 -2.6691 3.9103 -0.031 -0.010 0.044 0.032
H -2.4029 -1.5323 2.8499 -0.027 -0.016 -0.017 0.025
H -0.8827 -1.0725 3.6292 0.060 0.006 0.018 0.027
H -1.8730 -4.7563 2.1453 -0.025 -0.026 0.034 0.023
H -1.3983 -4.7351 0.4438 0.017 -0.001 -0.020 0.012
H -2.6435 -3.6345 1.0233 -0.047 0.007 0.004 0.024
H 0.8189 -3.6382 3.7171 -0.013 0.003 0.045 0.018
H 1.8617 -2.7698 2.5714 0.003 0.042 0.035 0.021
H 1.3778 -4.4274 2.2436 0.005 -0.063 -0.032 0.016
H 0.5938 -4.3584 0.1278 -0.027 -0.007 0.026 0.056
H 1.7359 -5.4138 -1.6899 0.000 -0.015 -0.008 0.091
H 2.7018 -4.0546 -3.5588 0.012 -0.010 -0.007 0.083
H 2.5109 -1.5490 -3.3821 0.015 -0.014 -0.013 0.112
S -2.9029 3.9747 -1.0491 0.160 -0.101 0.029 0.444
C -1.7262 3.0096 -0.4461 -0.194 0.198 -0.064 -0.926
N -0.9021 2.2915 -0.0309 -0.142 0.335 0.191 -0.004
C -0.6208 1.3616 -4.6280 0.011 -0.005 0.007 -0.060
C -2.0169 1.1678 -4.0381 -0.006 0.007 -0.012 -0.202
N -2.2945 -0.1806 -3.5630 0.046 0.060 0.086 -0.081
C -2.9029 -1.1212 -4.4808 -0.057 -0.011 -0.048 -0.224
C -1.9071 -1.8678 -5.3673 0.017 -0.010 -0.003 -0.073
C -1.8101 -0.5807 -2.3416 -0.101 -0.054 -0.135 -0.363
C -2.2004 -1.9417 -1.8536 -0.051 -0.039 0.033 -0.006
N -1.0705 0.1702 -1.6143 0.254 -0.012 0.259 0.100
H -0.4519 2.4151 -4.8532 -0.005 0.023 0.001 0.077
H -0.4939 0.7899 -5.5476 -0.003 -0.009 -0.018 0.056
H 0.1530 1.0420 -3.9295 0.017 -0.004 0.013 0.070
H -2.7751 1.4066 -4.7878 0.015 -0.004 0.012 0.115
H -2.1813 1.8664 -3.2126 -0.024 0.013 -0.032 0.086
H -3.6070 -0.5607 -5.1023 0.006 -0.033 0.007 0.113
H -3.4968 -1.8389 -3.9169 0.015 0.012 0.004 0.100
H -1.4538 -1.2060 -6.1048 0.016 0.021 0.001 0.057
H -2.4038 -2.6803 -5.9013 -0.020 -0.006 -0.026 0.068
H -1.1044 -2.2953 -4.7650 0.004 -0.020 0.018 0.071
H -3.2857 -2.0385 -1.8063 -0.016 0.029 -0.006 0.067
H -1.7947 -2.0705 -0.8576 0.006 -0.009 0.005 0.042
H -1.8035 -2.7217 -2.5067 0.014 -0.003 -0.009 0.090
H -0.8579 1.0664 -2.0328 0.047 -0.015 -0.005 0.048
O 2.9512 -0.5716 1.6647 0.137 0.195 0.003 0.093
C 2.6423 0.4560 1.1001 -0.235 -0.324 -0.071 -0.544
O 1.3969 0.7189 0.7426 -0.035 0.330 0.332 -0.215
C 3.6002 1.5594 0.7766 0.070 -0.136 0.089 -0.131
C 3.2247 2.5869 -0.0965 0.056 -0.119 0.094 0.033
C 4.1764 3.5705 -0.3236 0.016 0.325 -0.197 -0.146
C 5.4217 3.6067 0.2616 0.024 -0.088 0.072 0.066
C 5.7729 2.5648 1.1449 0.013 0.131 -0.071 -0.169
C 4.8427 1.5353 1.3846 -0.039 -0.059 -0.013 0.067
N 7.0115 2.5662 1.7595 -0.152 -0.037 -0.048 -0.435
O 7.3032 1.6227 2.5551 0.003 -0.147 0.107 -0.106
O 7.8176 3.5144 1.5096 0.134 0.201 -0.072 -0.115
N 3.8327 4.6606 -1.2698 0.139 -0.189 0.122 -0.356
O 4.6095 5.5935 -1.3834 -0.062 0.033 -0.028 0.043
O 2.7960 4.5638 -1.8985 -0.006 0.050 -0.009 0.057
H 2.2560 2.6118 -0.5678 -0.012 0.004 0.010 0.113
H 6.1263 4.3971 0.0654 -0.020 0.002 -0.021 0.110
H 5.1118 0.7312 2.0515 -0.020 -0.023 0.000 0.117
```
Forces are in eV/Å.

## Properties
- F_max (eV/A) = 1.666
- charge = -2
- E_LUMO (alpha / beta) (eV) = 3.5 / 3.5
- HOMO energy (alpha / beta) (eV) = -0.6309 / -2.6924
- spin multiplicity = 2
- calculated total energy (eV) = -246773.8586
- ⟨S²⟩ = 0.776

***

Question: Which formula does entry 2 have?
Answer: C33H36Br2FN7O7SSiV

***

Question: Look up the F_max of the second one.
Answer: 1.666 eV/A